Computed, not measured: 2 unconnected molecules or ions with the total composition C7H14N2 at a distorted geometry, with ωB97M-V/def2-TZVPD.

Each line ends with the Löwdin charge.
Atoms and positions in Å:
H (-0.2508, -0.3872, -3.1920)  0.046
C (1.6231, 0.4039, 1.4328)  -0.066
C (-0.0731, -1.4325, -3.3845)  -0.110
H (-1.0534, -1.9152, -3.3986)  0.064
H (2.2755, 1.2453, 1.1614)  0.083
H (-2.5464, 1.6897, 0.0868)  0.136
H (-0.1533, 1.5396, -0.6067)  0.108
H (1.9538, -0.3571, 0.7436)  0.015
H (0.0865, -2.6330, -1.5862)  0.104
N (-0.7489, 0.5434, 2.4754)  0.094
H (0.4211, -1.4547, -4.3511)  0.061
H (1.4135, -2.8435, -2.6341)  0.084
C (-1.8926, 0.9089, 1.9914)  -0.219
C (-0.4801, 1.2873, 0.3785)  -0.101
H (2.0693, 0.1518, 2.4036)  0.083
H (-2.8449, 0.9067, 2.4948)  0.109
H (1.8933, -0.1152, -1.6274)  0.078
N (-1.8014, 1.4792, 0.7252)  0.052
H (1.3355, -1.3552, -0.3455)  0.029
C (1.6646, -1.1404, -1.3461)  -0.135
C (0.2053, 0.8328, 1.4517)  -0.314
H (2.6759, -1.6309, -1.1921)  0.089
C (0.7867, -2.0463, -2.2367)  -0.290

Calculated values
**Lowest unoccupied orbital energy**: 0.0309 Eh
**Energy relative to the best compared isomer or geometry (same formula, charge and spin)**: 28.2 kcal/mol
**Kohn-Sham gap**: 9.446 eV
**SMILES**: Cc1c[nH]cn1.CCC